This record from the Open Molecules 2025 dataset describes 12 unconnected molecules or ions with the total composition C36H79BBrFN12O30S. The level of theory is wB97M-V/def2-TZVPD.

Output
gap between HOMO and LUMO: 0.3252 Ha
structure (SMILES): CCB(O)[C@H]1[C@](CCCCOC(C)=O)(CCC(N)=O)OS(=O)(=O)[C@@H](C[C@H](C)Br)[C@]1(CCCOC)C[C@@H](C)F.C[N+](=O)[O-].C[N+](=O)[O-].C[N+](=O)[O-].C[N+](=O)[O-].C[N+](=O)[O-].C[N+](=O)[O-].C[N+](=O)[O-].C[N+](=O)[O-].C[N+](=O)[O-].C[N+](=O)[O-].C[N+](=O)[O-]
ΔE to the lowest compared entry with this formula, charge and spin: 0.00 kcal/mol

CARTESIAN COORDINATES (ANGSTROEM)
C1 2.672 2.287 -1.445
C2 2.138 0.903 -1.853
B1 2.146 -0.255 -0.779
O1 2.822 -1.385 -1.134
C3 1.436 -0.421 0.651
C4 2.274 -0.035 1.903
C5 3.560 0.787 1.681
C6 4.930 0.123 1.618
C7 5.382 -0.390 0.262
C8 6.837 -0.127 0.030
O2 7.190 -0.225 -1.369
C9 6.469 -1.148 -2.065
C10 6.813 -2.575 -1.763
O3 5.651 -0.827 -2.886
C11 2.513 -1.262 2.768
C12 3.120 -2.435 1.996
C13 2.357 -3.706 2.208
N1 2.132 -4.487 1.085
O4 1.952 -4.053 3.302
O5 1.461 0.801 2.853
S1 0.719 2.068 2.322
O6 -0.038 2.545 3.418
O7 1.614 2.993 1.717
C14 -0.419 1.403 1.115
C15 -0.566 2.385 -0.046
C16 -1.986 2.657 -0.504
C17 -1.974 3.328 -1.871
Br1 -2.785 3.904 0.784
C18 -0.087 -0.072 0.753
C19 -0.793 -0.436 -0.542
C20 -0.677 -1.881 -1.031
C21 -1.919 -2.304 -1.811
O8 -2.554 -1.166 -2.347
C22 -3.957 -1.272 -2.469
C23 -0.685 -0.949 1.876
C24 -2.206 -1.027 1.994
C25 -2.802 -2.365 1.591
F1 -2.511 -0.826 3.367
H1 2.716 2.903 -2.337
H2 2.053 2.813 -0.735
H3 3.694 2.228 -1.101
H4 2.750 0.598 -2.699
H5 1.159 1.044 -2.299
H6 3.509 -1.179 -1.790
H7 1.346 -1.498 0.720
H8 3.465 1.475 0.851
H9 3.644 1.447 2.535
H10 5.100 -0.600 2.403
H11 5.624 0.910 1.852
H12 4.868 0.214 -0.477
H13 5.158 -1.443 0.146
H14 7.080 0.877 0.337
H15 7.462 -0.787 0.631
H16 7.447 -2.934 -2.565
H17 7.382 -2.633 -0.847
H18 5.902 -3.152 -1.698
H19 1.559 -1.527 3.199
H20 3.148 -0.980 3.598
H21 3.124 -2.244 0.931
H22 4.126 -2.651 2.332
H23 2.561 -4.090 0.257
H24 2.489 -5.430 1.197
H25 -1.358 1.390 1.651
H26 -0.178 3.339 0.285
H27 0.026 2.106 -0.902
H28 -2.600 1.770 -0.506
H29 -2.838 3.043 -2.455
H30 -1.045 3.118 -2.387
H31 -2.033 4.398 -1.735
H32 -1.842 -0.181 -0.464
H33 -0.462 0.165 -1.373
H34 0.175 -1.940 -1.699
H35 -0.499 -2.623 -0.260
H36 -2.588 -2.873 -1.171
H37 -1.618 -2.980 -2.611
H38 -4.294 -1.358 -3.495
H39 -4.405 -0.379 -2.047
H40 -4.357 -2.121 -1.920
H41 -0.321 -1.965 1.787
H42 -0.348 -0.598 2.841
H43 -2.720 -0.214 1.492
H44 -2.030 -3.090 1.373
H45 -3.478 -2.228 0.759
H46 -3.396 -2.751 2.406
C26 6.273 4.935 0.226
N2 5.886 3.523 0.479
O9 5.762 3.154 1.630
O10 5.704 2.814 -0.495
H47 6.396 5.438 1.175
H48 7.204 4.924 -0.331
H49 5.478 5.385 -0.361
C27 -5.737 -1.933 -7.220
N3 -5.871 -1.815 -5.741
O11 -6.621 -0.969 -5.286
O12 -5.227 -2.574 -5.050
H50 -6.372 -1.189 -7.681
H51 -4.692 -1.767 -7.460
H52 -6.036 -2.938 -7.488
C28 -0.080 -6.012 4.622
N4 -0.539 -7.427 4.580
O13 -0.741 -7.996 5.634
O14 -0.679 -7.925 3.481
H53 -0.003 -5.712 5.660
H54 0.879 -5.956 4.122
H55 -0.815 -5.416 4.090
C29 4.403 2.237 5.965
N5 5.195 1.225 5.213
O15 5.804 1.605 4.238
O16 5.164 0.085 5.644
H56 4.524 3.193 5.470
H57 3.367 1.910 5.951
H58 4.786 2.259 6.980
C30 -6.284 2.292 0.762
N6 -5.531 1.217 0.062
O17 -4.780 1.547 -0.828
O18 -5.709 0.072 0.431
H59 -6.007 3.240 0.319
H60 -7.341 2.080 0.631
H61 -6.006 2.247 1.810
C31 -2.922 5.864 -5.355
N7 -2.907 6.163 -3.896
O19 -3.746 5.632 -3.201
O20 -2.043 6.921 -3.503
H62 -3.737 5.180 -5.553
H63 -3.057 6.806 -5.877
H64 -1.961 5.424 -5.604
C32 -7.460 -0.046 -2.462
N8 -8.247 0.983 -1.725
O21 -7.660 1.703 -0.941
O22 -9.438 1.035 -1.956
H65 -6.427 0.033 -2.148
H66 -7.881 -1.013 -2.206
H67 -7.567 0.148 -3.520
C33 6.485 8.408 3.503
N9 7.253 7.383 2.743
O23 7.786 7.725 1.707
O24 7.290 6.264 3.212
H68 6.543 9.344 2.963
H69 5.462 8.054 3.579
H70 6.938 8.487 4.486
C34 -8.806 -2.768 -10.936
N10 -7.735 -2.073 -10.171
O25 -6.797 -2.734 -9.767
O26 -7.866 -0.881 -9.994
H71 -8.547 -3.817 -11.007
H72 -9.735 -2.622 -10.395
H73 -8.856 -2.302 -11.915
C35 -6.990 -2.729 2.728
N11 -6.182 -3.665 1.898
O27 -5.664 -3.233 0.890
O28 -6.089 -4.808 2.297
H74 -6.976 -1.756 2.255
H75 -7.994 -3.137 2.786
H76 -6.533 -2.699 3.713
C36 4.690 -3.106 6.470
N12 5.375 -4.141 5.652
O29 5.897 -3.794 4.606
O30 5.363 -5.279 6.070
H77 4.784 -2.153 5.966
H78 3.654 -3.410 6.547
H79 5.166 -3.087 7.446